A 14-piece molecular cluster, C31H92N12O16 overall, computed with wB97M-V/def2-TZVPD.

Geometry as ORCA input:
```
! wB97M-V def2-TZVPD RIJCOSX def2/J DEFGRID3
* xyz 0 1
C -6.72 -6.08 2.17
O -6.15 -5.84 1.12
N -7.77 -5.34 2.58
N -6.47 -7.09 2.99
H -8.03 -5.48 3.54
H -7.91 -4.53 2.00
H -5.68 -7.69 2.80
H -7.09 -7.30 3.76
C -8.25 -1.25 -4.16
O -8.05 -0.59 -3.13
N -8.74 -0.78 -5.22
N -7.92 -2.55 -4.26
H -9.03 -1.47 -5.89
H -9.12 0.16 -5.17
H -7.73 -3.13 -3.46
H -8.23 -2.89 -5.16
C 3.67 -5.89 -3.10
O 3.76 -6.98 -3.58
N 4.61 -5.24 -2.54
N 2.60 -5.16 -3.20
H 5.42 -5.76 -2.25
H 4.55 -4.28 -2.23
H 1.80 -5.51 -3.71
H 2.46 -4.28 -2.73
C 5.86 -4.67 -9.56
O 6.79 -4.02 -9.26
N 5.86 -5.60 -10.44
N 4.62 -4.56 -9.03
H 4.94 -6.01 -10.45
H 6.62 -5.77 -11.09
H 4.39 -3.95 -8.26
H 3.87 -4.91 -9.61
C -8.45 -1.38 8.69
O -9.26 -1.70 7.88
N -7.86 -2.22 9.43
N -8.25 -0.16 8.97
H -8.04 -3.21 9.35
H -7.17 -1.78 10.02
H -8.74 0.54 8.43
H -7.79 0.09 9.84
C -5.92 -5.29 -10.23
C -6.88 -4.92 -11.37
O -7.75 -3.90 -10.91
H -6.25 -6.11 -9.59
H -5.66 -4.44 -9.60
H -4.98 -5.71 -10.59
H -7.45 -5.85 -11.40
H -6.39 -4.82 -12.35
H -8.34 -4.26 -10.25
C 4.23 7.23 -7.17
C 3.72 8.20 -6.11
O 2.50 8.89 -6.43
H 5.07 6.62 -6.83
H 4.60 7.66 -8.10
H 3.50 6.44 -7.33
H 4.48 8.95 -5.90
H 3.59 7.58 -5.22
H 2.64 9.83 -6.24
C 1.53 -2.23 -15.61
C 1.20 -1.72 -16.98
O 0.09 -2.25 -17.46
H 1.92 -3.24 -15.75
H 0.56 -2.32 -15.13
H 2.14 -1.65 -14.92
H 2.12 -1.82 -17.57
H 0.98 -0.66 -16.85
H -0.18 -1.75 -18.23
C 4.31 6.56 2.80
C 3.37 7.64 3.35
O 3.26 8.64 2.35
H 4.82 6.00 3.58
H 5.16 7.07 2.34
H 3.77 5.84 2.20
H 3.91 7.96 4.24
H 2.36 7.36 3.65
H 4.13 9.02 2.20
C -4.28 8.03 5.73
C -5.34 7.11 5.15
O -6.50 7.83 4.84
H -3.35 7.58 6.08
H -4.50 8.59 6.64
H -4.05 8.78 4.98
H -5.68 6.40 5.90
H -4.94 6.55 4.30
H -6.29 8.73 4.59
C 2.03 -5.98 6.77
C 2.39 -7.06 7.87
O 3.69 -7.54 7.49
H 1.07 -5.52 7.02
H 1.92 -6.38 5.76
H 2.77 -5.19 6.76
H 1.75 -7.93 7.80
H 2.44 -6.70 8.90
H 3.99 -8.25 8.07
C -6.19 7.06 -4.86
C -4.81 6.96 -5.48
O -3.82 6.77 -4.50
H -6.99 6.57 -5.41
H -6.53 8.08 -4.64
H -6.16 6.67 -3.84
H -4.56 7.76 -6.18
H -4.73 6.02 -6.03
H -2.99 6.73 -4.98
C 4.95 2.28 9.95
O 6.13 1.51 9.88
C 5.96 0.10 9.46
C 7.28 -0.69 9.77
N 7.66 -0.22 11.10
C 8.99 -0.81 11.40
C 9.51 -0.45 12.78
O 8.77 -1.14 13.77
C 9.25 -0.90 15.07
H 4.23 2.12 9.15
H 5.26 3.32 9.89
H 4.47 2.03 10.89
H 5.60 -0.06 8.45
H 5.20 -0.38 10.08
H 7.87 -0.64 8.85
H 6.93 -1.72 9.75
H 7.89 0.76 11.05
H 9.89 -0.65 10.82
H 8.74 -1.87 11.33
H 9.69 0.63 12.73
H 10.44 -0.93 13.08
H 9.19 0.18 15.23
H 10.20 -1.37 15.31
H 8.52 -1.31 15.76
C -0.46 -0.47 -5.06
O 0.46 0.04 -4.17
C -0.08 0.94 -3.20
C 0.73 0.80 -1.83
N 0.04 0.06 -0.76
C -1.18 0.69 -0.24
C -1.69 -0.06 0.99
O -0.72 0.00 2.03
C -1.41 0.36 3.25
H 0.02 -0.54 -6.03
H -1.30 0.19 -5.28
H -0.76 -1.47 -4.73
H -1.16 0.96 -3.05
H 0.09 1.97 -3.49
H 1.15 1.74 -1.50
H 1.61 0.20 -2.09
H 0.66 0.08 0.03
H -2.07 0.67 -0.87
H -1.12 1.68 0.19
H -1.74 -1.14 0.83
H -2.69 0.27 1.26
H -2.20 -0.36 3.46
H -1.97 1.30 3.25
H -0.69 0.31 4.07
*
```

The calculation puts the highest occupied orbital energy at -8.952 eV. Its LUMO energy is 0.013 Eh.

Results of the Mulliken charge analysis, in e, for atoms 1 through 4: atom 1 (C): 0.634, atom 2 (O): -0.653, atom 3 (N): -0.421, atom 4 (N): -0.378

---

A 16-piece molecular cluster, C31H95O16 overall, computed with wB97M-V/def2-TZVPD.

Geometry as ORCA input:
```
! wB97M-V def2-TZVPD RIJCOSX def2/J DEFGRID3
* xyz 1 1
O 9.61 -4.07 11.12
H 9.45 -3.30 11.67
H 10.45 -4.06 10.66
H 8.90 -4.08 10.47
C 12.08 -4.81 13.34
C 12.81 -3.47 12.96
C 14.22 -3.67 12.42
O 11.96 -2.85 11.99
H 12.34 -5.57 12.60
H 11.01 -4.73 13.50
H 12.45 -5.11 14.32
H 12.85 -2.76 13.78
H 14.32 -4.50 11.73
H 14.95 -3.77 13.23
H 14.60 -2.82 11.85
H 12.34 -1.98 11.82
C 8.54 -9.80 14.08
C 9.42 -9.60 12.81
C 9.49 -8.08 12.45
O 10.75 -10.02 13.16
H 8.96 -9.47 15.03
H 8.39 -10.87 14.24
H 7.53 -9.39 13.96
H 9.01 -10.21 12.00
H 10.27 -7.55 12.99
H 8.55 -7.58 12.67
H 9.72 -8.02 11.38
H 10.73 -10.89 13.56
C 12.49 -5.16 7.40
C 12.29 -4.20 8.66
C 11.31 -3.08 8.38
O 11.80 -4.97 9.69
H 13.33 -5.82 7.61
H 12.80 -4.58 6.53
H 11.63 -5.79 7.18
H 13.29 -3.83 8.88
H 11.68 -2.43 7.59
H 11.24 -2.51 9.30
H 10.29 -3.31 8.08
H 12.41 -5.70 9.81
C 10.59 0.60 7.83
C 9.88 1.86 8.29
C 10.52 2.59 9.46
O 9.75 2.78 7.19
H 11.61 0.82 7.52
H 9.98 0.13 7.05
H 10.71 -0.17 8.58
H 8.89 1.51 8.56
H 11.56 2.75 9.18
H 10.51 1.94 10.33
H 10.14 3.59 9.68
H 8.94 3.22 7.43
C 10.42 -2.27 15.47
C 9.73 -1.06 16.19
C 8.60 -1.38 17.19
O 10.78 -0.33 16.85
H 9.67 -2.98 15.11
H 11.01 -2.88 16.16
H 10.95 -1.98 14.57
H 9.40 -0.44 15.36
H 9.13 -2.14 17.76
H 7.74 -1.85 16.73
H 8.39 -0.52 17.83
H 10.41 0.44 17.29
C 5.59 -2.03 14.73
C 5.89 -0.61 14.21
C 5.60 0.42 15.22
O 7.28 -0.58 13.84
H 5.52 -2.79 13.95
H 4.66 -1.97 15.30
H 6.39 -2.39 15.38
H 5.32 -0.40 13.31
H 5.57 1.46 14.90
H 6.33 0.38 16.03
H 4.62 0.30 15.69
H 7.44 0.34 13.62
C 13.19 -8.82 7.23
C 12.02 -9.42 7.97
C 10.66 -8.70 7.86
O 11.89 -10.69 7.42
H 12.99 -8.69 6.17
H 14.10 -9.42 7.34
H 13.51 -7.89 7.69
H 12.20 -9.50 9.05
H 10.64 -7.74 8.37
H 9.87 -9.30 8.33
H 10.38 -8.51 6.83
H 11.31 -11.20 7.98
C 8.50 -5.80 8.01
C 7.68 -4.52 7.85
C 6.18 -4.81 7.63
O 7.74 -3.81 9.11
H 9.39 -5.66 8.63
H 8.79 -6.13 7.01
H 7.95 -6.61 8.49
H 8.06 -3.96 6.99
H 6.01 -5.26 6.65
H 5.56 -3.92 7.68
H 5.86 -5.49 8.43
H 7.16 -3.06 8.98
C 6.61 -9.03 9.62
O 6.34 -8.00 10.49
H 7.65 -9.05 9.32
H 6.44 -9.98 10.12
H 5.99 -8.96 8.72
H 5.65 -8.23 11.12
C 5.55 -4.91 11.53
O 6.91 -5.32 11.84
H 4.89 -5.69 11.90
H 5.24 -4.07 12.16
H 5.24 -4.68 10.51
H 7.06 -6.13 11.35
C 5.95 -0.44 9.07
O 6.00 -1.73 8.65
H 6.05 -0.33 10.15
H 6.79 0.12 8.64
H 5.04 0.02 8.67
H 5.09 -2.05 8.71
C 13.75 0.61 11.88
O 13.39 -0.32 10.87
H 12.83 1.10 12.20
H 14.06 0.18 12.83
H 14.50 1.36 11.63
H 13.82 -0.08 10.04
C 9.51 -0.81 11.63
O 8.72 -1.88 12.07
H 10.22 -1.18 10.89
H 8.87 -0.03 11.23
H 9.99 -0.37 12.51
H 8.21 -1.54 12.81
C 15.03 -6.92 9.83
O 13.69 -6.93 10.35
H 15.73 -6.44 10.51
H 15.37 -7.90 9.50
H 15.08 -6.30 8.94
H 13.72 -7.47 11.15
C 8.30 -5.83 15.25
O 7.05 -5.45 14.67
H 8.49 -6.85 14.91
H 9.13 -5.16 15.03
H 8.33 -5.85 16.34
H 7.16 -5.35 13.73
*
```

The calculation puts the highest occupied orbital energy at -11.766 eV. Its LUMO energy is -0.063 Eh.

Results of the Mulliken charge analysis, in e, for atoms 1 through 4: atom 1 (O): 2.732, atom 2 (H): 0.262, atom 3 (H): -0.696, atom 4 (H): -0.108

---

C32H14F12N5O2S4Tc as an isolated structure, computed with wB97M-V/def2-TZVPD.

Geometry as ORCA input:
```
! wB97M-V def2-TZVPD RIJCOSX def2/J DEFGRID3
* xyz 0 1
Tc -0.43 0.31 0.68
C 1.46 -1.78 -5.76
C 1.40 -1.42 -4.31
C 2.54 -1.07 -3.60
C 2.42 -0.64 -2.30
C 1.17 -0.55 -1.65
N 1.08 0.15 -0.50
C 2.18 0.96 -0.12
C 2.54 2.03 -0.95
C 3.52 2.92 -0.56
C 4.19 2.75 0.65
C 5.21 3.73 1.12
C 3.86 1.66 1.45
C 2.84 0.79 1.10
C 2.35 -0.34 2.00
O 1.00 -0.46 2.01
C 2.97 -1.68 1.49
F 2.27 -2.15 0.45
F 4.23 -1.52 1.05
F 3.00 -2.65 2.39
C 2.78 -0.15 3.48
F 2.48 1.07 3.92
F 2.16 -1.01 4.28
F 4.10 -0.33 3.68
C 0.04 -1.14 -2.29
C 0.19 -1.46 -3.63
C -1.34 -1.21 -1.61
O -1.53 -1.83 -0.33
C -2.31 -2.01 -2.54
F -3.40 -2.47 -1.94
F -1.73 -3.12 -3.02
F -2.72 -1.27 -3.59
C -1.70 0.21 -1.20
F -3.92 -0.85 -0.45
F -3.32 0.95 0.77
F -4.05 1.18 -2.12
H 2.31 -1.30 -6.23
H 0.55 -1.50 -6.28
H 1.58 -2.86 -5.87
H 3.51 -1.09 -4.07
H 3.30 -0.31 -1.76
H 2.03 2.15 -1.89
H 3.76 3.76 -1.19
H 5.62 4.30 0.29
H 6.02 3.22 1.63
H 4.75 4.42 1.82
H 4.41 1.52 2.37
H -0.65 -1.76 -4.24
S -0.48 2.67 0.75
C -1.53 3.32 -0.42
C -1.78 4.70 -0.13
N -2.02 5.78 0.14
C -2.19 2.87 -1.54
S -2.35 1.29 -2.31
C -2.88 3.81 -2.34
N -3.44 4.53 -3.04
S -1.45 0.39 2.85
C -2.64 -0.83 2.98
C -3.15 -1.21 4.23
C -4.20 -2.11 4.30
C -4.76 -2.43 5.55
N -5.22 -2.67 6.58
C -4.74 -2.68 3.12
C -4.22 -2.31 1.87
C -3.20 -1.41 1.84
S -2.55 -0.54 0.36
C -5.84 -3.56 3.21
N -6.73 -4.27 3.30
H -2.74 -0.77 5.13
H -4.64 -2.72 0.97
*
```

The calculation puts the highest occupied orbital energy (spin up / spin down) at -8.739 / -8.742 eV. Its LUMO energy (spin up / spin down) is -0.121 / -0.121 Eh.

Results of the natural (NBO) charge analysis, in e, for atoms 1 through 4: atom 1 (Tc): 0.477, atom 2 (C): -0.634, atom 3 (C): -0.004, atom 4 (C): -0.185

---

C32H16Cl4N3O13TeY as an isolated structure, computed with wB97M-V/def2-TZVPD.

Geometry as ORCA input:
```
! wB97M-V def2-TZVPD RIJCOSX def2/J DEFGRID3
* xyz -2 1
Y 0.56 -1.86 0.56
Cl 1.43 -0.05 6.97
C 0.85 -0.03 5.34
C 0.68 1.18 4.70
Cl 0.99 2.67 5.52
C 0.28 1.19 3.35
Cl 0.10 2.68 2.50
C 0.07 0.00 2.67
O -0.26 -0.09 1.40
C 0.19 -1.27 3.35
O -0.04 -2.33 2.65
C 0.59 -1.23 4.69
Cl 0.77 -2.74 5.51
O 1.50 -3.68 -0.65
C 0.42 -3.46 -1.24
O -0.67 -3.30 -0.63
C 0.49 -3.00 -2.67
C 0.59 -3.69 -3.83
C 0.71 -2.99 -5.04
C 0.67 -1.61 -5.06
C 0.58 -0.88 -3.89
C 0.52 -1.55 -2.61
O 0.44 -0.98 -1.47
N 0.47 0.54 -4.03
O 0.74 1.27 -3.10
O 0.06 0.98 -5.11
N 0.86 -3.70 -6.26
O 0.76 -4.93 -6.25
O 1.09 -3.07 -7.29
H 0.61 -4.77 -3.84
H 0.70 -1.08 -6.00
Te -0.88 1.55 -0.57
C -2.36 2.75 -1.61
C -2.38 3.05 -2.97
C -3.43 3.77 -3.52
C -4.47 4.22 -2.73
C -4.46 3.94 -1.37
C -3.41 3.22 -0.82
C -2.26 -0.05 -0.82
C -2.80 -0.73 0.26
C -3.60 -1.85 0.07
C -3.89 -2.28 -1.22
C -3.41 -1.57 -2.31
C -2.59 -0.47 -2.11
H -1.57 2.71 -3.62
H -3.43 3.99 -4.59
H -5.29 4.77 -3.17
H -5.27 4.29 -0.74
H -3.39 3.01 0.24
H -2.63 -0.37 1.27
H -3.98 -2.39 0.92
H -4.51 -3.16 -1.37
H -3.65 -1.89 -3.31
H -2.20 0.06 -2.97
O 2.51 -1.96 1.71
C 2.65 -0.72 1.48
O 2.21 -0.20 0.43
C 3.29 0.15 2.52
C 3.35 1.53 2.33
C 3.79 2.34 3.36
C 4.20 1.76 4.56
C 4.19 0.39 4.74
C 3.73 -0.42 3.72
N 4.62 2.62 5.65
O 4.96 2.09 6.70
O 4.64 3.82 5.46
H 3.00 1.93 1.40
H 3.80 3.41 3.27
H 4.53 -0.02 5.68
H 3.67 -1.49 3.83
*
```

The calculation puts the highest occupied orbital energy at -2.221 eV. Its LUMO energy is 0.124 Eh. As for the relative energy (zero: lowest compared OMol25 entry of this formula, charge and spin): 173.1 kJ/mol.

Results of the natural (NBO) charge analysis, in e, for atoms 1 through 4: atom 1 (Y): 2.064, atom 2 (Cl): 0.000, atom 3 (C): -0.104, atom 4 (C): -0.120

---

C32H18CoF5N4O3S as an isolated structure, computed with wB97M-V/def2-TZVPD.

Geometry as ORCA input:
```
! wB97M-V def2-TZVPD RIJCOSX def2/J DEFGRID3
* xyz -1 4
Co 0.39 0.48 0.06
O 1.79 -2.28 -3.10
C 2.75 -2.87 -2.37
C 3.53 -3.87 -2.95
C 4.50 -4.52 -2.21
C 4.72 -4.18 -0.88
C 3.98 -3.17 -0.30
C 3.00 -2.50 -1.04
C 2.27 -1.40 -0.43
O 1.18 -0.93 -0.98
N 2.73 -0.85 0.66
N 1.97 0.17 1.08
C 2.30 0.71 2.22
C 1.63 1.81 2.81
C 2.06 2.31 4.05
C 1.43 3.38 4.63
C 0.37 4.00 3.97
C -0.07 3.55 2.75
C 0.51 2.41 2.15
O 0.05 1.97 1.02
H 1.33 -1.63 -2.51
H 3.35 -4.13 -3.98
H 5.08 -5.30 -2.68
H 5.46 -4.71 -0.30
H 4.12 -2.87 0.72
H 3.15 0.29 2.74
H 2.90 1.84 4.53
H 1.76 3.75 5.60
H -0.13 4.85 4.43
H -0.88 4.03 2.24
C -1.50 -1.71 3.60
C -0.70 -0.85 2.85
N -0.78 -0.78 1.52
C -1.68 -1.54 0.88
C -2.47 -2.51 1.54
C -2.37 -2.55 2.96
C -3.28 -3.38 0.80
C -3.31 -3.30 -0.58
C -2.61 -2.30 -1.26
C -2.63 -2.16 -2.67
C -2.01 -1.08 -3.24
C -1.33 -0.17 -2.43
N -1.21 -0.32 -1.11
C -1.82 -1.36 -0.53
H -1.42 -1.70 4.68
H 0.01 -0.20 3.33
H -2.99 -3.24 3.52
H -3.85 -4.13 1.32
H -3.90 -4.00 -1.16
H -3.14 -2.91 -3.26
H -2.03 -0.92 -4.31
H -0.85 0.69 -2.87
F -3.99 5.81 -2.54
C -2.91 5.02 -2.33
C -2.99 3.92 -1.48
F -4.16 3.64 -0.86
C -1.90 3.10 -1.28
F -2.09 2.07 -0.44
C -0.66 3.32 -1.91
S 0.74 2.34 -1.79
C -0.61 4.46 -2.75
F 0.54 4.77 -3.36
C -1.70 5.28 -2.96
F -1.60 6.33 -3.80
*
```

The calculation puts the highest occupied orbital energy (spin up / spin down) at -4.030 / -4.021 eV. Its LUMO energy (spin up / spin down) is 0.062 / 0.062 Eh.

Results of the natural (NBO) charge analysis, in e, for atoms 1 through 4: atom 1 (Co): 1.386, atom 2 (O): -0.689, atom 3 (C): 0.346, atom 4 (C): -0.289

---

Number 4 is which compound?
C32H16Cl4N3O13TeY